DFT (the ωB97M-V functional and the def2-TZVPD basis) results for a 5-piece molecular cluster, C13H35O5 overall at a distorted geometry.

Cartesian coordinates (Å):
C  5.1046  13.0412  9.0376
C  5.3118  11.7187  8.2908
C  4.2251  11.5806  7.2163
O  6.5580  11.5380  7.7783
H  4.0720  13.0738  9.4177
H  5.2610  13.8955  8.3783
H  5.7739  13.1374  9.8970
H  5.0706  10.8901  8.9976
H  3.2104  11.7983  7.6043
H  4.0548  10.5206  6.9944
H  4.4096  12.1301  6.2915
C  4.8671  18.3478  8.4307
C  5.5140  17.2911  9.3125
C  4.4382  16.5469  10.1090
O  6.1442  16.2979  8.4874
H  4.0875  17.9023  7.7945
H  5.5395  18.7063  7.6439
H  4.3953  19.1217  9.0364
H  6.3090  17.6569  9.9642
H  3.7027  17.1545  10.6459
H  4.9029  15.7823  10.7303
H  3.8138  15.9950  9.3979
H  5.5544  16.1650  7.7379
C  3.8098  8.0762  8.6342
C  3.9170  8.4956  10.0831
C  3.2355  7.5471  11.0710
O  5.3092  8.5138  10.4000
H  4.1356  7.0539  8.4287
H  4.4251  8.7251  8.0109
H  2.7934  8.1552  8.2400
H  3.4232  9.4624  10.2494
H  2.2454  7.2323  10.7121
H  3.1303  7.9535  12.0814
H  3.7294  6.5787  11.2172
H  5.3931  8.8320  11.3056
C  2.1794  14.7547  5.2549
C  2.5245  14.8227  3.7563
C  2.6260  16.2586  3.2487
O  3.7350  14.1493  3.4866
H  2.5130  15.6933  5.7135
H  2.7559  13.9790  5.7578
H  1.1156  14.6251  5.4457
H  1.7425  14.3315  3.1763
H  1.7633  16.8964  3.4347
H  2.8127  16.2270  2.1677
H  3.5489  16.7437  3.5862
H  4.4710  14.4740  4.0122
C  4.9066  12.3141  13.4463
O  5.8790  13.3125  13.2550
H  5.1263  11.5366  14.1923
H  3.9866  12.7586  13.8281
H  4.6779  11.7830  12.5180
H  6.5952  12.9141  12.7487

HOMO energy ... -2.25 eV
Calculated total energy ... -892.4272 a.u.
Energy above the lowest of the compared OMol25 structures with the same formula, charge and spin ... 0.0000 eV
Total charge ... -1
Gap between HOMO and LUMO ... 4.98 eV
Molecular weight ... 271.4 g/mol
LUMO ... 2.73 eV